# 1
ORCA calculation (ωB97M-V/def2-TZVPD) on a cluster of 3 separate species, C4H10O3 in total in a non-equilibrium geometry.

Largest force on an atom = 0.0829 Eh/bohr
Kohn-Sham gap = 8.205 eV
E_tot = -384.0395 Ha
HOMO energy = -7.8 eV
Structure (SMILES) = C=C/C=C\O.O.O

```
! wB97M-V def2-TZVPD RIJCOSX def2/J DEFGRID3
* xyz 0 1
C 1.1107 -2.3483 0.6389
C 1.5496 -1.7543 -0.5297
C 1.9176 -0.4201 -0.7911
C 2.1346 0.6132 0.0310
O 1.8390 0.7121 1.3504
H 0.3980 -3.1747 0.6105
H 1.2396 -1.9297 1.6009
H 1.4556 -2.3983 -1.3911
H 1.9611 -0.2271 -1.8826
H 2.6841 1.4124 -0.4898
H 0.8702 0.5232 1.4385
H -1.9027 0.5930 0.4125
H -0.9280 1.5500 0.8785
O -1.1215 0.6005 0.8829
H -4.4263 2.9091 -0.9556
H -4.7635 1.3258 -0.8213
O -4.0179 2.0134 -0.9829
*
```



# 2
ORCA calculation (ωB97M-V/def2-TZVPD) on the molecule C7H16N2O in a non-equilibrium geometry.

Largest force on an atom = 0.0616 Eh/bohr
Kohn-Sham gap = 7.986 eV
E_tot = -460.9585 Ha
HOMO energy = -7.2 eV
Structure (SMILES) = C=C(C)C[C@](C)(O)N(C)N

```
! wB97M-V def2-TZVPD RIJCOSX def2/J DEFGRID3
* xyz 0 1
C 0.1824 1.3562 1.7564
C 1.7520 1.2184 -1.1074
N -0.2189 0.0660 1.2191
C 0.9851 -0.0851 -1.0983
N 0.6247 -1.0259 1.6086
C 1.6320 -1.2040 -1.5132
H 1.5728 -0.8584 1.2656
H 0.3134 -1.9046 1.1944
H 1.1091 1.3157 2.3400
H -0.6021 1.7328 2.4195
H 0.2993 2.0893 0.9557
H 2.5624 1.2026 -1.8423
H 1.1218 2.0800 -1.3423
H 2.2241 1.3903 -0.1378
H 1.1119 -2.1465 -1.6563
H 2.6758 -1.1791 -1.8137
C -2.0998 -1.3437 0.2779
C -1.2965 -0.0555 0.0917
C -0.5673 0.0517 -1.2640
O -2.2045 1.0263 0.2071
H -2.4945 1.0072 1.1338
H -2.5171 -1.3986 1.2914
H -1.5039 -2.2424 0.1052
H -2.9490 -1.3580 -0.4165
H -0.7821 1.0098 -1.7493
H -0.9311 -0.7445 -1.9252
*
```



# 3
ORCA calculation (ωB97M-V/def2-TZVPD) on a cluster of 7 separate species, C13H42N12O7 in total in a non-equilibrium geometry.

Largest force on an atom = 0.1985 Eh/bohr
Kohn-Sham gap (alpha / beta) = 9.138 / 4.054 eV
E_tot = -1704.0543 Ha
HOMO energy (alpha / beta) = -11.4 / -11.4 eV

```
! wB97M-V def2-TZVPD RIJCOSX def2/J DEFGRID3
* xyz 1 2
C -2.4620 1.7112 3.6401
O -1.9718 1.3360 2.6003
N -2.9308 0.9441 4.5979
N -2.9195 2.9462 3.7956
H -2.6327 -0.0003 4.3992
H -3.3629 1.2619 5.4536
H -3.1772 3.1284 4.7550
H -2.5115 3.5603 3.1053
C 1.5996 -0.5608 1.6612
O 2.2166 0.4041 2.0573
N 0.3112 -0.5811 1.4418
N 2.1818 -1.7489 1.6151
H -0.2615 0.2128 1.6905
H -0.0692 -1.3933 0.9773
H 1.7039 -2.5765 1.2882
H 3.1873 -1.7804 1.7046
C 1.2378 3.4527 4.1773
O 1.1572 4.2068 5.0172
N 0.5247 3.5477 3.1284
N 2.1298 2.4621 4.1539
H 0.5803 2.7719 2.4841
H -0.0110 4.3891 2.9703
H 2.1696 1.7614 3.4276
H 2.7553 2.4768 4.9468
C -2.7750 0.1752 -0.6656
O -1.5612 0.3372 -0.7423
N -3.5258 0.3316 0.4117
N -3.6089 -0.0049 -1.7403
H -3.0027 0.8036 1.1353
H -4.5312 0.2500 0.4640
H -3.1613 0.0078 -2.6456
H -4.5794 -0.2696 -1.6503
C -1.2007 -3.7089 0.5846
O 0.0429 -3.5033 0.6208
N -2.0530 -3.2174 1.4327
N -1.7645 -4.5456 -0.1602
H -1.7216 -2.4913 2.0517
H -3.0390 -3.3730 1.2791
H -1.2067 -5.1443 -0.7522
H -2.7480 -4.7685 -0.1045
C 1.9336 4.0648 -0.2971
C 1.0800 2.9369 -0.9161
C 1.9155 1.8728 -1.6429
O 2.4586 2.3673 -2.8337
C 3.1459 1.4521 -3.6738
N 0.3720 2.2370 0.1405
H 2.6599 3.6896 0.4239
H 1.2163 4.6885 0.2363
H 2.3838 4.6212 -1.1192
H 0.3729 3.5086 -1.5172
H 1.3289 0.9948 -1.9132
H 2.7306 1.5976 -0.9735
H 3.6883 2.0016 -4.4432
H 2.4845 0.7763 -4.2161
H 3.9145 0.8833 -3.1505
H -0.3956 1.6741 -0.1973
H 1.0674 1.5823 0.4688
C -1.6176 -2.8753 -3.2709
C -0.1942 -2.4795 -3.6105
C 0.7211 -2.3873 -2.3579
O 2.0398 -1.8819 -2.8673
C 3.0262 -1.7193 -1.7644
N 0.2784 -3.5640 -4.4493
H -2.0792 -2.1090 -2.6482
H -1.6826 -3.8881 -2.8732
H -2.2274 -2.8454 -4.1739
H -0.1844 -1.5490 -4.1781
H 0.7688 -3.3400 -1.8305
H 0.2809 -1.7607 -1.5822
H 2.6705 -1.0213 -1.0066
H 3.9717 -1.3400 -2.1520
H 3.1620 -2.7329 -1.3874
H -0.5534 -3.8605 -4.9395
H 0.2535 -4.4053 -3.8910
*
```



# 4
ORCA calculation (ωB97M-V/def2-TZVPD) on a structure of composition CH3IO3P in a non-equilibrium geometry.

Largest force on an atom = 0.0918 Eh/bohr
Kohn-Sham gap = 8.250 eV
E_tot = -904.8401 Ha
HOMO energy = -5.2 eV

```
! wB97M-V def2-TZVPD RIJCOSX def2/J DEFGRID3
* xyz -1 1
C 0.1540 0.1786 0.0219
O -0.0774 3.7867 0.9223
O -1.9564 2.0719 0.1761
O 0.6168 1.3557 0.6223
P -0.4442 2.5613 0.2062
I 0.2494 2.7973 -2.1896
H -0.1034 0.4737 -1.0103
H -0.6799 -0.3000 0.4928
H 1.0517 -0.3530 -0.0930
*
```



# 5
ORCA calculation (ωB97M-V/def2-TZVPD) on a structure of composition C2H8FN2O10V2 in a non-equilibrium geometry.

Largest force on an atom = 0.0837 Eh/bohr
Kohn-Sham gap (alpha / beta) = 7.181 / 7.709 eV
E_tot = -2930.3324 Ha
HOMO energy (alpha / beta) = -13.7 / -13.7 eV

```
! wB97M-V def2-TZVPD RIJCOSX def2/J DEFGRID3
* xyz 1 3
O 2.0605 1.8372 -1.6836
V 1.0762 0.6917 -2.0578
O -2.8299 1.4353 -0.7230
V -2.1030 0.3707 0.2085
N -1.4541 -1.4368 -2.4783
O -2.0855 -1.1335 -1.4372
O -1.8501 -2.2792 -3.2329
O -0.3358 -0.8490 -2.7034
N -0.1454 -1.5509 1.9102
O -1.3160 -1.1534 1.5141
O -0.0617 -2.1050 2.9825
O 0.8236 -1.4236 1.1419
F -0.1634 0.8272 -0.3985
C 3.1664 -1.6846 -1.0005
O 2.0644 -0.7551 -0.8435
H 3.7560 -1.3514 -1.8534
H 3.7328 -1.7089 -0.0762
H 2.7922 -2.6654 -1.2935
H 1.6187 -0.9415 0.0198
C -1.2038 2.8666 1.8512
O -2.0761 1.7242 1.9031
H -0.9035 3.0366 0.8207
H -1.7556 3.7575 2.1578
H -0.3268 2.7942 2.4924
H -2.4802 1.6970 2.7795
*
```



# 6
ORCA calculation (ωB97M-V/def2-TZVPD) on a cluster of 2 separate species, CH6N3S in total in a non-equilibrium geometry.

Largest force on an atom = 0.1043 Eh/bohr
Kohn-Sham gap = 9.320 eV
E_tot = -603.7553 Ha
HOMO energy = -13.8 eV

```
! wB97M-V def2-TZVPD RIJCOSX def2/J DEFGRID3
* xyz 1 1
C -0.6604 0.0108 0.0285
N -1.4538 -0.0419 -1.1150
N 0.7538 1.4041 0.2727
N 0.0684 -1.2729 0.4086
S -2.4087 0.2073 0.3100
H -1.3452 0.7160 -1.8202
H 0.3217 1.8935 1.0164
H 0.7514 1.8802 -0.6310
H 0.5079 -1.0067 1.2421
H 0.6279 -1.4376 -0.4206
H -0.5933 -1.9568 0.3715
*
```



# 7
ORCA calculation (ωB97M-V/def2-TZVPD) on a structure of composition C5H7N3O3 in a non-equilibrium geometry.

Largest force on an atom = 0.1267 Eh/bohr
Kohn-Sham gap = 9.194 eV
E_tot = -584.5314 Ha
HOMO energy = -9.3 eV

```
! wB97M-V def2-TZVPD RIJCOSX def2/J DEFGRID3
* xyz 0 1
C 0.4738 0.7323 0.7275
C -1.0233 0.9955 1.4592
C 0.3187 -0.4457 -0.1511
C 1.2009 -1.4359 -0.5386
C 0.7841 -2.1981 -1.5838
H 1.6278 2.1023 -0.2479
H -0.0017 2.4322 -0.1895
H 1.3451 0.5266 1.4426
H -0.5131 -0.5350 2.5574
H 2.1674 -1.7316 -0.0199
H 1.3549 -2.8238 -2.3697
H -2.4848 0.4538 -0.6962
N 0.7954 2.0586 0.2755
N -0.5240 -1.7069 -1.8929
N -0.8596 -0.8396 -0.8644
O -1.3465 0.1519 2.4040
O -1.7450 1.9822 1.1854
O -1.5701 0.2811 -1.4977
*
```



# 8
ORCA calculation (ωB97M-V/def2-TZVPD) on a cluster of 6 separate species, H14NO5 in total in a non-equilibrium geometry.

Largest force on an atom = 0.0373 Eh/bohr
Kohn-Sham gap = 12.358 eV
E_tot = -439.1498 Ha
HOMO energy = -15.2 eV

```
! wB97M-V def2-TZVPD RIJCOSX def2/J DEFGRID3
* xyz 1 1
N 0.7194 -0.4309 0.5118
H 0.6948 -0.8179 -0.4381
H 1.5859 0.1143 0.5480
H 0.8317 -1.1920 1.1996
H -0.0226 0.1840 0.9001
H -1.8983 2.1752 -1.3583
H -3.3639 2.3271 -0.9266
O -2.5446 1.8673 -0.7153
H 0.2134 -0.9728 -2.9080
H 1.1591 -2.1248 -2.6141
O 0.4877 -1.5682 -2.2025
H 1.9845 1.2500 -2.3543
H 1.9493 2.4841 -1.5178
O 1.8142 1.5306 -1.4470
H -1.4773 1.4806 2.5012
H -1.6848 1.5604 0.9909
O -1.0667 1.2238 1.6685
H 0.1925 -3.1650 3.0870
H 1.4321 -3.0008 2.1534
O 0.5424 -2.6834 2.3330
*
```